[1]
{
  "formula": "C5H10O",
  "method": "the ωB97M-V functional and the def2-TZVPD basis",
  "species": ["C", "C", "C", "C", "C", "O", "H", "H", "H", "H", "H", "H", "H", "H", "H", "H"],
  "coordinates": [[-1.5811, 1.0706, 0.0594], [-1.3473, -0.4000, 0.3195], [0.0913, -0.7309, 0.6240], [1.0014, -0.5870, -0.5257], [2.0754, 0.3353, -0.5367], [2.3700, -1.0014, -0.1939], [-1.0312, 1.4055, -0.8238], [-1.2728, 1.6750, 0.9179], [-2.6398, 1.2664, -0.1194], [-1.6735, -0.9828, -0.5499], [-1.9594, -0.7142, 1.1679], [0.2245, -1.8182, 0.8437], [0.4614, -0.1882, 1.5045], [0.7141, -0.9911, -1.4889], [2.4635, 0.6425, -1.4946], [2.1160, 1.0232, 0.2939]],
  "lowdin_charge": [-0.1109, -0.2708, -0.1885, -0.3188, -0.1586, -0.0402, 0.0746, 0.0778, 0.0700, 0.1116, 0.1073, 0.1364, 0.1302, 0.1507, 0.1125, 0.1168],
  "de_lowest_kcal_mol": 34.2,
  "max_force_ev_per_a": 1.5,
  "multiplicity": 1,
  "homo_energy_ev": -10.19,
  "smiles": "CCC[C@H]1CO1",
  "gap_ev": 11.329,
  "e_tot_ha": -271.69819
}

***

[2]
{
  "formula": "C8H23ClIIrO2P2",
  "method": "the ωB97M-V functional and the def2-TZVPD basis",
  "species": ["C", "C", "H", "H", "H", "O", "I", "Ir", "P", "C", "C", "H", "H", "H", "H", "H", "H", "C", "H", "H", "H", "P", "C", "C", "H", "H", "H", "C", "H", "H", "H", "H", "H", "H", "Cl", "O", "H", "H"],
  "coordinates": [[0.0089, -0.2342, -5.3614], [-0.2864, -0.1767, -3.9072], [0.1998, 0.7740, -5.7737], [-0.8422, -0.6838, -5.8946], [0.8919, -0.8654, -5.5168], [-0.1727, 0.8193, -3.2202], [-1.4267, -2.2040, -3.2259], [-0.1010, -1.1226, -1.3297], [1.8726, -0.0647, -0.6934], [1.5959, 1.3166, 0.4566], [3.3110, -0.9368, 0.0612], [4.0612, -1.2324, -0.6919], [3.6269, 1.0029, -2.0005], [2.9920, -1.8411, 0.6053], [2.7401, -0.2241, -2.9536], [0.8700, 0.9720, 1.2126], [3.8016, -0.2651, 0.7903], [2.6386, 0.5889, -2.2248], [2.5459, 1.5860, 0.9612], [1.9899, 1.3601, -2.6471], [1.1849, 2.1680, -0.1151], [-1.7902, 0.1800, -0.8346], [-1.6647, 1.4609, 0.4466], [-2.7117, 1.1352, -2.1041], [-2.7780, -2.0419, -0.3948], [-4.0189, -0.8069, -0.7769], [-3.2173, -0.8380, 0.8345], [-3.0798, -0.9995, -0.2399], [-3.0121, 0.5070, -2.9499], [-3.6034, 1.5568, -1.6278], [-2.6581, 1.9197, 0.6057], [-0.9403, 2.2322, 0.1361], [-2.0814, 1.9503, -2.4678], [-1.3320, 0.9983, 1.3865], [1.5864, -2.7160, -1.8647], [-0.3312, -2.5097, 0.5830], [-0.0491, -2.1656, 1.4391], [0.3183, -3.1839, 0.3145]],
  "mulliken_spin": [0.1745, 0.4016, 0.0290, -0.0043, -0.0035, 0.5011, 1.2618, 1.6702, 0.2248, 0.0290, 0.0125, 0.0029, 0.0016, 0.0020, -0.0081, 0.0061, 0.0014, -0.0012, 0.0053, 0.0066, 0.0002, 0.0345, 0.0084, 0.0364, -0.0050, 0.0086, 0.0048, 0.0710, -0.0006, 0.0026, 0.0001, 0.0005, 0.0017, 0.0024, 0.3942, 0.1474, -0.0121, -0.0083],
  "de_lowest_kcal_mol": 7.1,
  "charge": 3,
  "max_force_ev_per_a": 5.2,
  "multiplicity": 6,
  "homo_energy_ev": [-18.34, -21.08],
  "gap_ev": [6.711, 5.768],
  "e_tot_ha": -2012.73554,
  "s2": 8.770
}

***

[3]
{
  "formula": "C8H18FN5O13",
  "method": "the ωB97M-V functional and the def2-TZVPD basis",
  "species": ["O", "C", "O", "C", "C", "F", "O", "H", "H", "H", "C", "N", "O", "O", "H", "H", "H", "C", "N", "O", "O", "H", "H", "H", "C", "N", "O", "O", "H", "H", "H", "C", "N", "O", "O", "H", "H", "H", "C", "N", "O", "O", "H", "H", "H"],
  "coordinates": [[6.0560, -3.2279, -4.3791], [6.3191, -2.1295, -3.8480], [5.5160, -1.5813, -2.8932], [5.9373, -0.3197, -2.6213], [7.4014, -0.2591, -3.1799], [8.2030, -0.4917, -2.1441], [7.3802, -1.4168, -4.0363], [5.1714, 0.3479, -3.0160], [5.9203, -0.2226, -1.5358], [7.6307, 0.6971, -3.6502], [-2.2125, 1.1884, 6.7598], [-1.6597, 2.4440, 7.2391], [-2.2003, 3.4938, 6.8113], [-0.7220, 2.4848, 8.0053], [-3.2582, 1.3924, 6.5296], [-2.1822, 0.3875, 7.4986], [-1.8111, 0.9114, 5.7849], [-7.6932, 1.1800, 2.2889], [-7.3177, 0.1779, 1.2370], [-7.0010, 0.5548, 0.1778], [-7.0799, -0.9435, 1.5884], [-8.7120, 1.4976, 2.0666], [-7.1584, 2.0470, 1.9011], [-7.4699, 0.8902, 3.3157], [3.7572, -5.0864, 3.9439], [3.5210, -3.6158, 4.3415], [2.9189, -3.4657, 5.3986], [4.0766, -2.7250, 3.7875], [4.4905, -5.3020, 3.1668], [2.8384, -5.6209, 3.7029], [4.2926, -5.4891, 4.8037], [-0.4356, -1.5161, -0.6161], [-0.5721, -0.1865, -1.3136], [-0.1066, -0.1333, -2.5035], [-1.1946, 0.7397, -0.8104], [-1.3432, -2.0623, -0.3589], [0.2812, -1.3631, 0.1907], [0.0120, -2.2251, -1.3125], [-2.8315, 3.6638, -7.9335], [-3.3235, 4.6564, -6.9177], [-3.3965, 4.3788, -5.8187], [-3.7871, 5.6763, -7.3860], [-1.7778, 3.9428, -7.9320], [-3.3394, 3.9027, -8.8678], [-3.1377, 2.7282, -7.4654]],
  "lowdin_charge": [0.1119, -0.5338, 0.0688, -0.1049, -0.2479, 0.0933, 0.1629, 0.1397, 0.1401, 0.1698, 0.0211, -0.4336, 0.0287, 0.0778, 0.0957, 0.1031, 0.1074, 0.0520, -0.4932, 0.0888, 0.0586, 0.0978, 0.0955, 0.1005, 0.0484, -0.4425, 0.0398, 0.0833, 0.0867, 0.0922, 0.0920, 0.0342, -0.3935, 0.0113, 0.0649, 0.0982, 0.0973, 0.0875, 0.0610, -0.5225, 0.1234, 0.0394, 0.1032, 0.0959, 0.0996],
  "de_lowest_kcal_mol": 70.6,
  "max_force_ev_per_a": 7.0,
  "multiplicity": 1,
  "homo_energy_ev": -10.81,
  "smiles": "O=C1OC[C@@H](F)O1.C[N+](=O)[O-].C[N+](=O)[O-].C[N+](=O)[O-].C[N+](=O)[O-].C[N+](=O)[O-]",
  "gap_ev": 10.646,
  "e_tot_ha": -1666.82372
}

***

[4]
{
  "formula": "C4H9N2O",
  "method": "the ωB97M-V functional and the def2-TZVPD basis",
  "species": ["C", "C", "C", "N", "C", "N", "H", "H", "H", "H", "H", "H", "H", "H", "H", "O"],
  "coordinates": [[-0.4719, 1.7136, 0.9574], [0.1755, 0.7209, 0.0701], [0.5389, 0.7124, -1.2579], [1.3839, -0.3844, -1.4122], [1.4947, -1.0619, -0.2549], [0.7957, -0.4362, 0.6119], [-1.1872, 1.1639, 1.6893], [-0.8241, 2.6087, 0.3973], [0.3460, 2.1264, 1.6413], [0.4228, 1.3252, -2.1424], [1.8121, -0.7175, -2.1947], [2.1312, -1.9017, -0.2218], [0.5678, -0.7196, 1.5342], [-2.9228, -1.8964, 0.7635], [-2.0497, -1.8966, -0.4737], [-2.2129, -1.3568, 0.2928]],
  "lowdin_charge": [-0.0178, -0.2452, 0.0416, 0.1205, -0.0541, 0.1590, 0.1227, 0.1057, 0.1137, 0.1449, 0.1327, 0.1590, 0.1753, 0.0918, 0.0238, -0.0736],
  "de_lowest_kcal_mol": 18.0,
  "charge": 1,
  "max_force_ev_per_a": 3.6,
  "multiplicity": 1,
  "homo_energy_ev": -13.97,
  "gap_ev": 10.988,
  "e_tot_ha": -342.32855
}

***

[5]
{
  "formula": "C18H23AsMoO6S",
  "method": "the ωB97M-V functional and the def2-TZVPD basis",
  "species": ["Mo", "C", "C", "C", "C", "C", "C", "C", "C", "C", "C", "C", "C", "H", "H", "H", "H", "H", "H", "H", "H", "H", "H", "H", "H", "H", "H", "H", "H", "H", "H", "O", "As", "O", "O", "C", "C", "C", "C", "C", "C", "S", "O", "O", "O", "H", "H", "H", "H", "H"],
  "coordinates": [[0.5835, 0.4356, 1.0687], [-1.9078, 0.2186, 2.5010], [-1.2058, -0.8299, 1.6526], [-1.8684, -1.4812, 0.5694], [-3.2576, -1.1775, 0.2401], [-1.1917, -2.5641, -0.1865], [-1.7382, -2.9774, -1.4947], [-0.1127, -3.2390, 0.3747], [0.3808, -4.5228, -0.2130], [0.6032, -2.5902, 1.4096], [1.9281, -3.0979, 1.7864], [0.0414, -1.3875, 2.0797], [0.7399, -0.7678, 3.2468], [-2.3498, -0.2399, 3.3914], [-2.6811, 0.7393, 1.9438], [-1.2320, 1.0009, 2.8824], [-3.2557, -0.3519, -0.5030], [-3.8364, -0.8221, 1.0909], [-3.7658, -2.0036, -0.2582], [-2.3830, -3.8618, -1.3477], [-0.9462, -3.3103, -2.1674], [-2.3403, -2.2141, -1.9815], [1.0959, -4.3394, -1.0233], [-0.4399, -5.1023, -0.6323], [0.8728, -5.1455, 0.5316], [1.7605, -3.9749, 2.4433], [2.5606, -2.4061, 2.3348], [2.4682, -3.5032, 0.9282], [1.3847, 0.1698, 2.9565], [1.5020, -1.3984, 3.6997], [0.0731, -0.3710, 4.0112], [3.8509, 1.6225, 0.7695], [3.5705, 1.7599, -0.9059], [4.4284, 0.9300, -1.9417], [1.5489, 0.0258, -0.1746], [2.3418, 3.1268, -1.3643], [2.8639, 3.7307, -2.5057], [2.2990, 4.9110, -3.0107], [1.2124, 5.4736, -2.3825], [0.6450, 4.8494, -1.2613], [1.1854, 3.6818, -0.7453], [0.2378, 3.0586, 0.5959], [-0.5669, 1.7805, 0.1689], [-0.5621, 4.0462, 1.1803], [1.1868, 2.2757, 1.5404], [4.7656, 1.3711, 1.0123], [3.7309, 3.3149, -3.0109], [2.7375, 5.3713, -3.8876], [0.7742, 6.3941, -2.7477], [-0.2278, 5.2930, -0.7977]],
  "lowdin_charge": [1.7468, -0.0002, -0.3109, -0.0198, 0.0600, -0.0608, 0.0341, -0.1299, 0.0266, -0.0511, 0.0409, -0.3083, 0.0200, 0.1476, 0.1094, 0.0951, 0.1762, 0.1262, 0.1326, 0.1623, 0.1273, 0.1139, 0.1377, 0.1168, 0.1137, 0.1758, 0.1031, 0.1315, 0.1281, 0.1307, 0.1351, -0.2075, 1.2885, -0.2506, -0.3259, -0.2606, -0.0328, 0.0502, 0.0576, 0.0245, -0.2580, 0.7093, -0.3967, -0.1129, -0.4119, 0.1263, 0.1324, 0.1558, 0.1562, 0.1454],
  "de_lowest_kcal_mol": 0.0,
  "charge": 4,
  "max_force_ev_per_a": 0.7,
  "multiplicity": 1,
  "homo_energy_ev": -22.26,
  "gap_ev": 5.453,
  "e_tot_ha": -3851.51567
}